57
Properties=species:S:1:pos:R:3:forces:R:3 method="wB97M-V/def2-TZVPD" homo_ev=-8.02 lumo_energy_ev=-0.71 charge=0 max_force_ev_per_a=3.46 e_tot_ha=-5368.18010 homo_lumo_gap_ev=7.3
Pb 9.5316 9.3714 12.5810 0.0 -0.6 0.4
N 11.4673 5.5708 11.1447 0.7 -0.1 -0.6
C 11.0335 6.5221 11.9940 0.6 1.2 1.6
S 9.3180 6.8026 11.9554 -0.4 0.2 -0.1
N 11.9014 7.0642 12.8728 0.3 -1.1 -1.2
N 11.3674 7.9724 13.7125 -1.3 0.2 1.4
C 11.6978 8.1096 14.9788 -0.1 -0.1 -2.8
C 12.8688 7.4775 15.5618 0.2 -1.4 1.5
C 12.7495 6.9265 16.8616 -0.3 1.1 0.4
C 13.8137 6.3549 17.5359 0.0 -0.3 -0.3
C 15.0402 6.3400 16.8651 0.8 -0.1 0.9
C 15.1833 6.8269 15.5760 -0.8 -0.4 0.2
C 14.0650 7.2773 14.8774 0.1 0.7 -0.8
C 10.7232 8.8850 15.7815 -1.7 0.1 0.5
C 10.9752 9.4581 17.0319 0.9 0.5 0.0
C 9.9305 10.0688 17.7487 -1.0 -0.6 -1.3
C 8.6244 9.9477 17.2658 1.2 -0.2 -0.6
C 8.4541 9.3437 16.0147 -0.7 0.3 0.8
N 9.4285 8.8702 15.2860 2.0 -0.1 -0.3
H 10.8474 5.2975 10.3888 0.2 0.2 0.4
H 12.4673 5.4703 10.9769 -0.5 0.1 0.3
H 11.8288 7.1197 17.4212 0.2 -0.5 -0.3
H 13.6539 5.9250 18.5426 0.3 0.4 -0.7
H 15.9625 5.9904 17.3582 -0.7 0.0 -0.1
H 16.1693 6.7852 15.1635 0.2 0.0 -0.6
H 14.0706 7.5172 13.7963 0.3 0.0 0.9
H 12.0228 9.4878 17.4124 -1.0 0.0 -0.3
H 10.0500 10.6640 18.6177 0.6 0.1 0.8
H 7.7635 10.3470 17.7618 -0.2 0.2 0.3
H 7.4570 9.2384 15.6123 -0.1 0.1 -0.3
O 6.7502 11.8100 13.6216 1.0 0.2 -1.3
S 6.6920 10.6210 12.4419 -0.6 -0.5 1.9
O 7.1208 9.3786 13.2314 -0.2 1.8 -1.4
O 7.7283 10.9607 11.4762 -0.3 0.2 -0.2
O 5.3163 10.6003 12.0089 1.3 0.0 0.3
Cl 6.3768 8.8879 6.8982 -0.2 -0.3 -0.1
C 7.9356 9.3192 7.4568 1.6 -0.3 1.2
C 8.7076 10.2329 6.7472 -0.3 -0.1 0.6
C 9.9177 10.6758 7.3033 -0.5 -0.2 0.3
C 10.2857 10.2255 8.5828 -0.6 0.6 -0.2
N 9.5409 9.3427 9.2573 0.2 -0.6 -0.3
C 8.4654 8.8037 8.6800 -0.5 1.3 -0.8
H 8.2556 10.6243 5.8365 0.5 0.1 0.1
H 10.4630 11.4464 6.7759 0.3 -0.1 0.1
H 11.1259 10.6560 9.1569 -0.4 -0.3 -0.6
H 7.9350 8.0471 9.2346 -0.1 -0.1 0.1
Se 8.0486 13.2742 13.5868 -0.8 -2.3 -2.5
C 7.6492 13.5393 15.3273 0.4 -0.2 0.8
C 8.7006 13.8015 16.1895 0.0 0.1 0.6
C 8.3171 14.0795 17.4946 -0.2 0.2 1.0
N 7.0469 14.0953 17.9062 0.0 -0.1 -0.1
C 6.0828 13.7661 17.0335 -0.1 -0.1 1.2
C 6.3354 13.4246 15.7389 -0.5 0.5 -0.3
H 9.7604 13.7451 15.8914 -0.7 0.1 0.1
H 9.0185 14.2895 18.3171 0.0 -0.1 -0.7
H 5.0647 13.7395 17.4281 0.3 0.1 -0.1
H 5.5311 13.1530 15.0541 0.4 0.1 0.2